Version one
{"formula": "C3H5NO4", "method": "ωB97M-V/def2-TZVPD", "e_lumo_ev": 0.4, "smiles": "O=CN[C@H](O)C(=O)O", "charge": 0, "symbols": ["O", "C", "H", "O", "H", "H", "N", "H", "C", "O", "H", "O", "C"], "coordinates": [[-2.372, 0.113, -0.697], [0.578, -0.463, 1.236], [-1.403, -0.922, -2.165], [1.255, -1.472, 1.298], [-0.491, 1.435, 0.230], [0.587, -1.105, -1.030], [-0.112, -0.494, -0.625], [0.998, 1.483, -1.660], [-1.382, -0.375, -1.211], [0.125, 0.127, 2.352], [0.535, -0.353, 3.097], [1.369, 1.270, -0.789], [0.313, 0.756, -0.037]], "mulliken_charge": [-0.4989, 0.5847, 0.3329, -0.5660, 0.4594, 0.2921, -0.1597, 0.3507, 0.0528, -0.4342, 0.3513, -0.5026, -0.2623]}

Version two
{"formula": "C3H5NO4", "method": "ωB97M-V/def2-TZVPD", "e_lumo_ev": -0.7, "smiles": "NC(=O)C(=O)C=O.O", "charge": 0, "symbols": ["H", "N", "H", "H", "O", "C", "O", "C", "H", "O", "O", "H", "C"], "coordinates": [[2.012, 1.357, 0.810], [1.051, 1.268, 0.747], [-2.312, 0.532, -1.988], [1.174, -2.369, 0.260], [1.055, 0.043, -1.099], [0.480, 0.704, -0.315], [-1.530, 1.817, 0.193], [-1.847, -0.027, -1.165], [1.244, -2.907, 1.521], [-2.053, -1.205, -1.170], [1.212, -1.997, 1.196], [0.578, 1.931, 1.341], [-1.063, 0.852, -0.332]], "mulliken_charge": [0.2323, -0.3527, 0.2879, 0.3045, -0.5597, 0.5100, -0.4869, -0.0038, 0.2930, -0.4002, -0.6041, 0.2162, 0.5635]}

version two is the most stable structure; the next one sits 29.2 kcal/mol above it.

Version one
{"formula": "C3H5NO4", "method": "ωB97M-V/def2-TZVPD", "e_lumo_ev": 0.3, "smiles": "O=[N+]([O-])[C@H](O)[C@H]1CO1", "charge": 0, "symbols": ["C", "H", "H", "H", "O", "C", "O", "H", "N", "C", "O", "H", "O"], "coordinates": [[1.257, 0.455, 0.612], [-1.466, -0.997, 0.676], [0.847, -0.256, 1.251], [2.179, 0.941, 0.695], [-1.683, -0.446, -0.084], [0.255, 1.166, -0.230], [0.985, 0.104, -0.730], [-1.782, 1.504, -0.636], [-1.579, 1.246, 1.600], [-1.326, 0.842, 0.114], [-2.223, 2.232, 1.809], [0.428, 2.168, -0.560], [-1.048, 0.484, 2.319]], "mulliken_charge": [-0.4628, 0.3851, 0.2296, 0.3547, -0.4955, 0.0088, -0.4167, 0.3866, 0.9656, -0.2185, -0.5936, 0.4106, -0.5539]}

Version two
{"formula": "C3H5NO4", "method": "ωB97M-V/def2-TZVPD", "e_lumo_ev": 0.7, "smiles": "O=C1NOCOCO1", "charge": 0, "symbols": ["H", "N", "O", "H", "O", "O", "O", "H", "H", "C", "C", "H", "C"], "coordinates": [[1.566, -1.648, 0.117], [0.881, -1.076, -0.218], [-1.069, 0.679, -0.731], [-1.606, -1.570, -1.064], [-0.219, -1.353, 0.455], [1.034, 1.252, 0.131], [2.744, -0.054, -0.376], [-1.885, -0.466, 0.495], [-0.644, 2.518, 0.270], [1.594, 0.072, -0.111], [-0.450, 1.302, 0.170], [-0.661, 1.050, 1.170], [-1.284, -0.706, -0.307]], "mulliken_charge": [0.3079, -0.2363, -0.3094, 0.2921, -0.2233, -0.3228, -0.5866, 0.4032, 0.2536, 0.5699, -0.3035, 0.3901, -0.2347]}

version two is the most stable structure; the next one sits 15.6 kcal/mol above it.

Version one
{"formula": "C5H11N2O", "method": "ωB97M-V/def2-TZVPD", "e_lumo_ev": 1.6, "charge": -1, "symbols": ["H", "H", "H", "C", "H", "H", "H", "H", "N", "H", "H", "C", "C", "C", "C", "H", "N", "H", "O"], "coordinates": [[0.513, -0.584, -0.431], [-2.477, -0.025, 1.617], [2.349, -3.973, 1.198], [-0.009, 0.241, 0.513], [-1.537, 0.318, -1.160], [-1.870, -1.454, 0.573], [0.815, 2.004, -0.240], [1.209, 1.794, 1.493], [1.491, -0.732, -1.253], [2.100, -3.666, 0.575], [3.414, -0.033, -1.315], [2.412, 0.074, -0.880], [-1.331, 0.494, -0.100], [-2.387, -0.451, 0.582], [1.158, 1.281, 0.529], [-1.545, 1.574, 0.027], [2.477, 0.804, 0.216], [-0.202, -0.115, 1.533], [-3.542, -0.628, -0.054]], "mulliken_charge": [0.4693, 0.1817, 0.0861, -0.1582, 0.3086, 0.1581, 0.2902, 0.3695, -0.6691, -0.0909, 0.3693, 0.0756, -0.3982, -0.4473, -0.5938, 0.2959, -0.7069, 0.2903, -0.8303]}

Version two
{"formula": "C5H11N2O", "method": "ωB97M-V/def2-TZVPD", "e_lumo_ev": 3.6, "smiles": "N/C=C/C[C@H](N)C[O-]", "charge": -1, "symbols": ["C", "H", "C", "H", "C", "H", "C", "H", "O", "N", "H", "C", "H", "H", "N", "H", "H", "H", "H"], "coordinates": [[-1.201, 2.085, 0.564], [-2.995, 2.874, -0.089], [0.669, -1.007, -0.675], [2.548, -1.209, 0.415], [2.110, -1.549, -0.544], [-1.649, 0.282, -0.259], [-0.829, 0.889, 0.123], [0.850, 0.265, 1.155], [2.184, -2.886, -0.721], [-2.543, 2.612, 0.791], [1.251, 0.997, -0.437], [0.567, 0.333, 0.101], [0.268, -0.709, -1.652], [-0.493, 2.846, 0.888], [-0.311, -1.954, -0.126], [0.030, -2.884, -0.400], [2.722, -0.899, -1.263], [-3.126, 1.941, 1.274], [-0.053, -2.026, 0.855]], "mulliken_charge": [-0.1904, 0.2395, 0.1483, 0.2036, -0.6021, 0.3135, -0.4607, 0.3163, -0.9097, -0.6178, 0.3120, -0.6871, 0.2903, 0.3584, -0.7583, 0.3207, 0.1984, 0.2502, 0.2748]}

version two is the most stable structure; the next one sits 111.4 kcal/mol above it.

Version one
{"formula": "C3H8P2", "method": "ωB97M-V/def2-TZVPD", "e_lumo_ev": 0.1, "charge": 0, "symbols": ["P", "H", "H", "C", "C", "H", "H", "H", "P", "H", "H", "C", "H"], "coordinates": [[1.391, 0.398, -0.964], [1.690, -0.844, 1.648], [2.807, -1.054, -2.300], [0.978, 0.015, 1.486], [2.335, -0.973, -1.244], [-3.795, -0.305, -2.670], [2.525, -1.789, -0.528], [-0.088, -0.161, 1.487], [-2.956, -0.031, -0.311], [1.425, 0.881, 2.148], [-4.355, 0.124, -0.250], [-2.882, -0.273, -1.986], [-1.763, -0.353, -2.307]], "mulliken_charge": [0.0668, 0.2493, 0.2369, -0.7758, -0.4188, 0.2539, 0.2242, 0.1801, -0.0265, 0.2427, 0.0086, -0.3991, 0.1577]}

Version two
{"formula": "C3H8P2", "method": "ωB97M-V/def2-TZVPD", "e_lumo_ev": [-0.9, -1.0], "charge": 0, "symbols": ["H", "H", "H", "H", "C", "H", "P", "H", "C", "H", "C", "H", "P"], "coordinates": [[-0.247, 0.095, 1.912], [-1.857, 0.055, 1.209], [-0.862, -1.400, 1.504], [1.807, 0.085, -1.345], [1.324, -0.404, -0.428], [1.516, -1.408, -0.578], [-1.057, 0.637, -1.375], [1.863, 0.009, 0.328], [-0.077, 0.064, -0.123], [-1.915, 1.653, -0.686], [-0.849, -0.336, 1.186], [-0.161, 1.292, -2.087], [-3.112, 0.736, -3.698]], "mulliken_charge": [0.3428, 0.3379, 0.2953, 0.3194, -1.2213, 0.3375, -0.1952, 0.3830, 0.5058, 0.1021, -1.1637, 0.0638, -0.1073]}

Version three
{"formula": "C3H8P2", "method": "ωB97M-V/def2-TZVPD", "e_lumo_ev": 0.2, "smiles": "[H]/P=C/PCC", "charge": 0, "symbols": ["P", "H", "H", "H", "C", "H", "H", "P", "C", "H", "H", "H", "C"], "coordinates": [[0.010, 1.014, -1.374], [0.461, -1.964, -1.425], [-2.579, 1.267, 2.057], [2.273, 0.057, -0.455], [1.225, -0.012, -0.306], [-0.875, -0.089, -1.687], [1.110, 0.377, 0.695], [-2.519, 1.021, 0.665], [0.808, -1.515, -0.459], [-0.130, -1.572, 0.199], [-0.377, 1.881, 1.405], [1.582, -2.095, 0.136], [-0.988, 1.630, 0.548]], "mulliken_charge": [0.0270, 0.3232, -0.0067, 0.4241, -0.4426, 0.0300, 0.2051, -0.0773, -0.9888, 0.2650, 0.3727, 0.2784, -0.4102]}

Version four
{"formula": "C3H8P2", "method": "ωB97M-V/def2-TZVPD", "e_lumo_ev": 0.0, "smiles": "C=PC.C=P", "charge": 0, "symbols": ["P", "H", "H", "H", "C", "H", "C", "P", "H", "H", "H", "H", "C"], "coordinates": [[-0.504, -0.314, -0.412], [2.743, -0.804, 2.254], [-2.429, -0.734, -1.864], [1.133, -0.953, 3.329], [1.746, -0.493, 2.472], [0.046, 2.046, -0.443], [-0.455, 1.311, -0.945], [1.651, 1.064, 1.784], [-0.652, 1.331, -2.012], [-1.258, -2.145, -1.884], [0.307, 1.493, 2.276], [-0.955, -0.724, -2.718], [-1.373, -1.077, -1.837]], "mulliken_charge": [0.1673, 0.2561, 0.3194, 0.2423, -0.4438, 0.3382, -0.6275, -0.0951, 0.1990, 0.3301, 0.0488, 0.3513, -1.0861]}

version three is the most stable structure; the next one sits 2.8 kcal/mol above it.